A cluster of 2 separate species, C18H21N2O in total at a distorted geometry, computed with ωB97M-V/def2-TZVPD.

Net charge   +1
Maximum force   3.28 eV/Å
2S+1   1
Kohn-Sham gap   6.3 eV
Energy relative to the best compared isomer or geometry (same formula, charge and spin)   117.16 kJ/mol
E_HOMO   -11.43 eV

Geometry (Å):
C 5.8869 -1.1642 2.3303
O 5.3613 0.0039 3.0008
C 4.0434 0.2876 2.8298
C 3.1756 -0.5204 2.0549
C 1.8341 -0.1975 1.9885
C 1.3206 0.9648 2.5969
C -0.0866 1.2983 2.4269
C -1.1002 0.3457 2.6363
C -2.5341 0.6114 2.5822
C -3.2797 1.7700 2.4141
C -4.6847 1.6690 2.4607
C -5.3219 0.4324 2.6611
C -4.5734 -0.7430 2.8292
C -3.1931 -0.6228 2.7916
N -2.2148 -1.6000 2.9965
C -2.4669 -2.9996 3.2754
C -0.9776 -1.0355 2.9099
C 2.2079 1.7869 3.3354
C 3.5377 1.4540 3.4673
H 6.9345 -1.1930 2.6286
H 5.3699 -2.0772 2.6600
H 5.8015 -1.0626 1.2385
H 3.5478 -1.4094 1.5388
H 1.1592 -0.8527 1.4436
H -0.3973 2.3457 2.4827
H -2.7653 2.7237 2.2818
H -5.2876 2.5706 2.3378
H -6.4126 0.3890 2.6851
H -5.0329 -1.7174 2.9783
H -3.5451 -3.1704 3.2782
H -2.0007 -3.6338 2.5095
H -2.0509 -3.2897 4.2504
H -0.0762 -1.6182 3.0862
H 1.8211 2.6890 3.8193
H 4.2307 2.0503 4.0610
C -1.3382 1.7614 -0.8038
N -0.0106 1.5012 -0.3267
H -1.3317 1.7050 -1.9007
H -2.1176 1.0907 -0.4036
H -1.5964 2.7856 -0.5087
H 0.0958 1.4606 0.6790
H 0.4740 0.7559 -0.8103

=====

A cluster of 12 separate species, H24O12 in total at a distorted geometry, computed with ωB97M-V/def2-TZVPD.

Maximum force   3.34 eV/Å
2S+1   1
Kohn-Sham gap   10.0 eV
Energy relative to the best compared isomer or geometry (same formula, charge and spin)   214.70 kJ/mol
SMILES   O.O.O.O.O.O.O.O.O.O.O.O
E_HOMO   -10.06 eV

Geometry (Å):
O -3.6300 21.9570 -9.3700
H -3.6270 22.5280 -8.5740
H -4.0010 22.5930 -9.9490
O -0.9180 23.1610 -7.9510
H -0.7120 23.8900 -8.4550
H -0.1520 22.8380 -7.5070
O -4.6990 25.7300 -6.7460
H -4.6330 24.8130 -6.9880
H -3.7980 25.9760 -6.4970
O -1.7710 22.6060 -11.4070
H -2.3800 23.1920 -10.9980
H -2.3020 21.7520 -11.4620
O -3.6180 23.2240 -7.0150
H -3.8710 22.8910 -6.1950
H -2.6250 23.2620 -7.0960
O -3.1710 24.5670 -12.8670
H -2.4810 25.2220 -13.0250
H -3.4100 24.6370 -11.9470
O -3.5060 24.5760 -10.3150
H -4.3530 24.7880 -9.9510
H -2.8670 25.1790 -9.9210
O -3.6470 20.0800 -6.4950
H -3.0440 20.1220 -7.2140
H -3.8650 19.1180 -6.4060
O -1.9030 19.9630 -8.8850
H -1.7500 19.4440 -9.6880
H -2.5000 20.6800 -9.2000
O -5.9530 24.5860 -9.1350
H -6.7480 25.1780 -9.0340
H -6.2510 23.8620 -9.6940
O -6.3420 22.6370 -10.9080
H -7.2460 22.4180 -10.7730
H -6.1900 22.3600 -11.7770
O -5.9060 20.4070 -8.9840
H -5.3650 21.2280 -8.8850
H -6.0190 20.2120 -9.9600

=====

The ion C8H14NO with charge +1 at a distorted geometry, computed with ωB97M-V/def2-TZVPD.

Net charge   +1
Maximum force   4.50 eV/Å
2S+1   1
Kohn-Sham gap (alpha / beta)   6.5 / 7.8 eV
Energy relative to the best compared isomer or geometry (same formula, charge and spin)   736.33 kJ/mol
E_HOMO (alpha / beta)   -12.25 / -12.88 eV

Geometry (Å):
C -0.8782 -1.5188 2.4905
C -0.0672 -0.3056 2.4699
C -1.4359 -2.3129 1.5886
C 0.2209 0.6318 1.4121
C -0.9884 0.5300 -1.8853
C 1.1809 1.9115 -1.0302
C 1.3133 -0.5213 -1.4595
C 0.2858 0.5834 -0.9842
N -0.0649 0.1448 0.2085
O -2.4658 -2.6766 1.0448
H -0.8061 -1.8704 3.5311
H 0.2834 -0.0726 3.4773
H -0.3936 1.4278 1.6355
H 1.2959 1.0102 1.5009
H -0.7943 0.5516 -2.9296
H -1.3828 -0.4571 -1.6305
H -1.6626 1.3776 -1.7496
H 0.8745 2.5694 -1.8153
H 2.1957 1.6874 -1.2346
H 1.1892 2.6447 -0.2055
H 0.7035 -1.3583 -1.7452
H 1.6615 -0.0471 -2.3342
H 2.0780 -0.6069 -0.7175
H -2.3427 -3.3228 0.3620

=====

A structure of composition C2Cl2F4N2 at a distorted geometry, computed with ωB97M-V/def2-TZVPD.

Maximum force   1.14 eV/Å
2S+1   1
Kohn-Sham gap (alpha / beta)   8.4 / 7.6 eV
Energy relative to the best compared isomer or geometry (same formula, charge and spin)   248.35 kJ/mol
E_HOMO (alpha / beta)   -10.16 / -9.05 eV

Geometry (Å):
C -0.0025 0.2188 -0.7252
C 0.1007 -1.2185 -0.3276
N -0.2941 1.8099 2.4392
N -0.3176 0.8758 -1.6907
F 0.4793 -1.3898 0.9380
F 0.9858 -1.8627 -1.1041
F -1.0815 -1.8318 -0.4814
F 0.6054 1.2259 3.3004
Cl 0.2890 1.7869 0.9330
Cl -0.7646 0.3854 -3.2816